Density functional theory data (ωB97M-V with the def2-TZVPD basis set) for C43H69BN2O20SSi as an isolated structure.

Structure (ORCA input):
```
! wB97M-V def2-TZVPD RIJCOSX def2/J DEFGRID3
* xyz 0 1
C -5.1536 2.3379 0.6259
C -4.5524 0.9511 0.2960
B -4.2083 0.6882 -1.2311
O -5.1336 1.0010 -2.1813
C -2.8644 -0.0373 -1.6748
C -1.7210 0.6212 -2.2964
Si -1.9191 2.4635 -2.6999
C -3.0742 2.5908 -4.1706
C -0.3793 3.4156 -3.1835
C -2.6463 3.3727 -1.2265
C -0.5960 -0.0918 -2.6006
C 0.6826 0.4624 -3.1716
C 1.6128 1.0166 -2.0681
C 2.9101 0.2185 -1.9294
C 3.7454 0.7142 -0.7342
C 4.1238 -0.3967 0.2574
C 4.1972 0.0687 1.7062
O 3.0506 -0.4150 2.3738
C 2.9533 0.0226 3.7076
C -0.6076 -1.4886 -2.3299
N 0.3916 -2.3452 -2.5894
S -0.0910 -3.7867 -2.1202
N -1.5583 -3.4436 -1.5627
C -1.7304 -2.1266 -1.7353
C -2.8712 -1.3624 -1.3891
C -4.0246 -2.0642 -0.7189
H -4.4218 2.9708 1.1183
H -5.5051 2.8615 -0.2624
H -5.9955 2.2440 1.3085
H -5.2862 0.1913 0.5809
H -3.6737 0.7580 0.9101
H -5.9454 1.3328 -1.7827
H -3.2765 3.6360 -4.4019
H -2.5979 2.1170 -5.0291
H -4.0180 2.0800 -3.9989
H 0.0941 3.0880 -4.1045
H 0.3413 3.4656 -2.3677
H -0.7263 4.4380 -3.3532
H -2.3467 2.8803 -0.3006
H -2.3000 4.4025 -1.2116
H -3.7329 3.3561 -1.2710
H 1.2141 -0.3617 -3.6428
H 0.4921 1.1820 -3.9607
H 1.8817 2.0535 -2.2650
H 1.0850 0.9520 -1.1152
H 2.6770 -0.8370 -1.8069
H 3.4814 0.3557 -2.8485
H 4.6429 1.2233 -1.0833
H 3.1629 1.4644 -0.1943
H 3.3858 -1.1934 0.2026
H 5.0985 -0.7981 -0.0195
H 5.1084 -0.2814 2.2055
H 4.2131 1.1646 1.7594
H 1.9432 -0.1589 4.0588
H 3.1528 1.0947 3.8030
H 3.6685 -0.5046 4.3449
H -3.8472 -3.1358 -0.7643
H -4.0732 -1.7816 0.3303
H -4.9673 -1.8725 -1.2268
C -1.6200 -2.3399 -5.5971
C -1.7465 -1.0813 -6.4139
C -1.0986 -1.0930 -7.7818
O -0.8064 0.3022 -7.9784
C -0.6378 0.8615 -6.7583
O -0.1997 1.9522 -6.5720
O -1.0243 0.0048 -5.7944
H -1.9540 -2.1606 -4.5745
H -2.2346 -3.1291 -6.0300
H -0.5833 -2.6775 -5.5572
H -2.7932 -0.7727 -6.4875
H -1.7388 -1.4574 -8.5799
H -0.1556 -1.6442 -7.7806
C -0.0060 -1.9927 6.0280
C 1.1896 -1.9841 6.9429
C 0.8969 -1.9804 8.4249
O 2.0720 -1.3445 8.9569
C 2.5668 -0.5280 7.9990
O 3.4316 0.2693 8.1710
O 1.9423 -0.7524 6.8217
H 0.2989 -1.8193 4.9970
H -0.5067 -2.9589 6.0783
H -0.7160 -1.2124 6.3050
H 1.8702 -2.8030 6.6942
H 0.7814 -2.9737 8.8504
H 0.0315 -1.3620 8.6739
C -0.8285 8.8244 1.2597
C -1.4241 7.6090 1.9181
C -0.6311 6.3260 1.7966
O -1.6596 5.3314 1.8919
C -2.8117 5.8840 1.4394
O -3.8041 5.2773 1.2091
O -2.6569 7.2198 1.2779
H -1.5481 9.6417 1.2471
H 0.0557 9.1498 1.8073
H -0.5463 8.6093 0.2284
H -1.6556 7.8120 2.9678
H 0.1056 6.1790 2.5814
H -0.1538 6.2358 0.8176
C 2.7150 3.9860 -8.8375
C 2.5616 2.9599 -9.9276
C 2.1593 1.5743 -9.4806
O 2.7106 0.7531 -10.5222
C 3.7825 1.4050 -11.0357
O 4.5689 0.9284 -11.7855
O 3.8243 2.6756 -10.5680
H 3.1728 4.8932 -9.2301
H 1.7387 4.2365 -8.4237
H 3.3493 3.6081 -8.0351
H 1.8796 3.3197 -10.7036
H 1.0856 1.4277 -9.4038
H 2.6351 1.2999 -8.5360
C -4.1030 -6.3010 0.9644
C -3.1898 -5.2869 1.6001
C -2.0734 -5.8432 2.4546
O -1.8341 -4.7646 3.3694
C -2.9927 -4.0735 3.5025
O -3.1884 -3.2319 4.3158
O -3.8907 -4.4848 2.5757
H -4.9750 -5.8101 0.5341
H -3.5760 -6.8304 0.1710
H -4.4565 -7.0243 1.7006
H -2.7930 -4.6053 0.8418
H -1.1658 -6.0777 1.9050
H -2.3966 -6.7159 3.0273
C 5.3314 -3.2298 10.2201
C 4.6076 -4.5421 10.3672
C 5.3620 -5.7789 9.9320
O 4.2941 -6.6665 9.5638
C 3.2433 -5.9058 9.1775
O 2.2643 -6.3146 8.6447
O 3.4702 -4.6069 9.4822
H 4.6479 -2.3967 10.3789
H 6.1366 -3.1640 10.9517
H 5.7538 -3.1282 9.2197
H 4.2306 -4.6628 11.3869
H 5.9706 -6.2290 10.7111
H 5.9726 -5.5895 9.0462
*
```

## Properties
- E_HOMO (eV) = -8.45
- DFT total energy (eV) = -109034.1966
- LUMO energy (eV) = -0.40
- HOMO-LUMO gap (eV) = 8.05